# C25H26HgNO5S

A molecular structure, C25H26HgNO5S (ωB97M-V with the def2-TZVPD basis set, the OMol25 dataset).

LUMO level (alpha / beta) in eV: 3.6 / 3.6
Energy in eV: -53079.533
Relative energy (zero: lowest compared OMol25 entry of this formula, charge and spin) in eV: 0.000
2S+1: 2
Net charge: -2
E_HOMO (alpha / beta) in eV: 0.515 / -0.754

Element x y z (Å)
Hg: -1.070203 0.624932 1.731167
O: -1.407696 2.063018 4.019782
C: -0.682116 1.882900 4.987966
C: 0.637130 1.281817 5.033828
C: 1.234280 1.226363 6.310653
C: 2.508084 0.712817 6.503220
C: 3.198520 0.244184 5.362879
C: 2.622167 0.291949 4.118953
C: 1.319207 0.804102 3.887023
O: 0.864742 0.820812 2.657766
N: 3.098217 0.661233 7.761480
O: 4.286787 0.173671 7.871846
O: 2.438738 1.103335 8.773419
H: -1.042798 2.214822 5.984419
H: 0.698450 1.596796 7.175042
H: 4.194091 -0.151332 5.507669
H: 3.164537 -0.069060 3.251030
C: -3.768923 2.271228 0.535530
C: -3.459725 0.967956 -0.200197
C: -4.820468 0.331531 -0.557447
C: -2.723431 -0.013185 0.712335
C: -2.700037 1.231766 -1.506925
C: -2.140643 2.465324 -1.838174
C: -1.427813 2.652708 -3.016679
C: -1.256695 1.612279 -3.913489
C: -1.802855 0.371416 -3.602788
C: -2.507724 0.190388 -2.424731
H: -4.336594 2.029574 1.434742
H: -4.354127 2.960438 -0.084480
H: -2.858201 2.779802 0.858143
H: -5.400723 0.220556 0.359443
H: -4.691967 -0.665085 -0.981863
H: -5.376368 0.947721 -1.276077
H: -2.353071 -0.859222 0.116562
H: -2.237057 3.302415 -1.159452
H: -0.986699 3.621878 -3.220662
H: -0.686362 1.753193 -4.824033
H: -1.663895 -0.466217 -4.278728
H: -2.898168 -0.793856 -2.195894
C: 2.387226 -4.122095 -5.618627
C: 2.059038 -3.171264 -4.497528
C: 2.344920 -1.815016 -4.603027
C: 2.014718 -0.930580 -3.583789
C: 1.401621 -1.406742 -2.439921
C: 1.091437 -2.755680 -2.321482
C: 1.428463 -3.629188 -3.341096
S: 0.910643 -0.233485 -1.165927
C: 2.129443 -0.737507 0.058422
O: 1.346761 1.099189 -1.662497
H: 3.151702 -3.705177 -6.274822
H: 1.504287 -4.329603 -6.228301
H: 2.750938 -5.076350 -5.234570
H: 2.829891 -1.444621 -5.500108
H: 2.212771 0.132420 -3.653195
H: 0.580350 -3.116864 -1.435680
H: 1.192158 -4.683555 -3.245066
H: 3.113244 -0.500030 -0.346808
H: 2.026344 -1.804504 0.256264
H: 1.913454 -0.164313 0.964483

Atoms 1-3, force components in eV/Å:
Hg 0.041 -0.005 -0.010
O 0.010 0.029 0.071
C 0.022 -0.036 -0.100

# C2H5P2S2

A gas-phase ion, C2H5P2S2 (charge +1) at a distorted geometry (ωB97M-V with the def2-TZVPD basis set, the OMol25 dataset).

LUMO level (alpha / beta) in eV: -7.7 / -6.5
Energy in eV: -42393.489
Relative energy (zero: lowest compared OMol25 entry of this formula, charge and spin) in eV: 0.000
Net charge: +1
E_HOMO (alpha / beta) in eV: -13.249 / -13.527

Element x y z (Å)
C: 0.687136 0.412301 1.065600
C: 0.037493 0.268020 -1.234543
P: -0.990328 0.279230 0.263851
P: 1.575997 -0.080042 -0.397624
S: 2.008092 -2.216008 -0.544983
S: 1.459541 -2.489208 -2.360095
H: 0.978145 1.481985 1.010085
H: 0.726190 0.002999 2.109861
H: -0.450388 -0.267956 -2.135756
H: 0.285492 1.324135 -1.688926
H: -1.167094 -1.121124 0.402436

Atoms 1-3, force components in eV/Å:
C -0.262 0.699 2.238
C -0.876 1.562 -4.489
P -0.047 0.324 0.545

# C19H27NO3

A single C19H27NO3 molecule at a distorted geometry (ωB97M-V with the def2-TZVPD basis set, the OMol25 dataset).

LUMO level in eV: 0.8
Energy in eV: -27771.703
Relative energy (zero: lowest compared OMol25 entry of this formula, charge and spin) in eV: 4.293
E_HOMO in eV: -7.662
Structure (SMILES): COC(=O)C[C@H]1Cc2ccccc2[C@@H](CCN2CCCCC2)O1

Element x y z (Å)
C: 5.652378 -1.883368 -1.429527
O: 4.618150 -1.052550 -0.918136
C: 4.282006 0.000974 -1.667136
O: 4.818425 0.339814 -2.743610
C: 3.124818 0.857784 -1.106034
C: 1.777973 0.655322 -1.852028
C: 1.684745 -0.683694 -2.506166
C: 0.221281 -1.109839 -2.759413
C: 0.054461 -2.077182 -3.790140
C: -1.200822 -2.462116 -4.174790
C: -2.349079 -1.825985 -3.557510
C: -2.148550 -0.928688 -2.503752
C: -0.845199 -0.587317 -2.088982
C: -0.627999 0.636749 -1.257263
C: -1.343263 0.747650 0.175259
C: -0.992315 -0.217932 1.258737
N: -1.518215 0.286809 2.527862
C: -2.819280 -0.242993 3.139188
C: -3.531045 0.873914 3.874716
C: -2.624686 1.831931 4.645678
C: -1.486924 2.347996 3.892923
C: -0.707261 1.221692 3.300055
O: 0.761388 0.781748 -0.879132
H: 6.583732 -1.350886 -1.327785
H: 5.474198 -2.127535 -2.504887
H: 5.754262 -2.823946 -0.825105
H: 3.541040 1.853049 -1.169468
H: 2.918077 0.655111 -0.081375
H: 1.748752 1.449047 -2.594828
H: 2.358774 -0.645961 -3.418068
H: 1.997017 -1.403408 -1.744700
H: 0.897193 -2.383933 -4.404301
H: -1.282366 -3.137936 -5.074158
H: -3.288263 -1.908042 -3.982248
H: -3.017609 -0.418361 -2.208727
H: -0.900518 1.546536 -1.825560
H: -1.183232 1.809181 0.552807
H: -2.415897 0.643298 0.056781
H: 0.120138 -0.379659 1.266678
H: -1.252821 -1.253125 1.022025
H: -3.436418 -0.702827 2.389608
H: -2.599568 -1.092678 3.757675
H: -4.010375 1.511215 3.174780
H: -4.305019 0.404106 4.493145
H: -3.221025 2.621574 4.949147
H: -2.435386 1.276337 5.590262
H: -0.855742 2.856161 4.643278
H: -1.858316 2.990629 3.032412
H: -0.026493 1.829648 2.631263
H: -0.105120 0.671684 4.020547

Atoms 1-3, force components in eV/Å:
C 0.454 -1.070 -0.554
O -0.478 0.046 -0.056
C 0.160 1.647 -2.254

# Br5Cr

A molecular structure, Br5Cr at a distorted geometry (ωB97M-V with the def2-TZVPD basis set, the OMol25 dataset).

LUMO level (alpha / beta) in eV: 3.9 / 5.4
Energy in eV: -378640.458
Relative energy (zero: lowest compared OMol25 entry of this formula, charge and spin) in eV: 0.402
2S+1: 4
Net charge: -2
E_HOMO (alpha / beta) in eV: -2.069 / -2.077

Element x y z (Å)
Cr: -13.004176 -9.857763 -9.671943
Br: -10.997008 -8.787452 -8.419160
Br: -14.657549 -10.013647 -7.552790
Br: -13.803605 -7.255435 -10.312910
Br: -11.213886 -10.128590 -11.780435
Br: -14.806831 -10.992235 -11.104693

Atoms 1-3, force components in eV/Å:
Cr -0.327 1.841 -0.704
Br -0.662 -0.585 -0.083
Br 0.842 -0.048 -0.729

# C5H8N2

A single C5H8N2 molecule at a distorted geometry (ωB97M-V with the def2-TZVPD basis set, the OMol25 dataset).

LUMO level (alpha / beta) in eV: -1.1 / -0.6
Energy in eV: -8291.048
Relative energy (zero: lowest compared OMol25 entry of this formula, charge and spin) in eV: 3.948
E_HOMO (alpha / beta) in eV: -10.016 / -9.228

Element x y z (Å)
C: 0.137001 -0.652466 1.386344
C: 0.138490 -0.132157 -0.032508
C: 1.528109 0.144239 -0.637626
N: -0.470885 -0.851671 -1.083513
C: -0.716713 1.064664 -0.204708
C: -2.093022 0.953633 -0.499281
N: -3.184913 0.795591 -0.865678
H: 0.669160 0.059018 2.025959
H: 0.619212 -1.631345 1.442394
H: -0.888659 -0.727650 1.764309
H: 2.060752 -0.811095 -0.633655
H: 1.400852 0.444457 -1.684324
H: 2.085113 0.903731 -0.089290
H: -1.030483 -1.617436 -0.677619
H: -0.254015 2.058485 -0.210805

Atoms 1-3, force components in eV/Å:
C -0.042 -0.108 0.176
C 0.505 0.604 -0.505
C 0.150 0.028 0.275

# C2H20BF4O8

9 unconnected molecules or ions with the total composition C2H20BF4O8 at a distorted geometry (ωB97M-V with the def2-TZVPD basis set, the OMol25 dataset).

LUMO level in eV: 2.9
Energy in eV: -30334.181
Relative energy (zero: lowest compared OMol25 entry of this formula, charge and spin) in eV: 0.000
Net charge: -1
E_HOMO in eV: -7.516

Element x y z (Å)
B: 21.226614 -25.898706 14.111612
F: 21.948801 -25.328327 15.169855
F: 19.972347 -26.389183 14.458967
F: 21.033449 -24.908005 13.096104
F: 22.038511 -26.906446 13.564287
C: 23.552251 -23.064785 12.199150
O: 23.778403 -23.856584 13.337560
H: 23.941149 -23.546313 11.293781
H: 22.495898 -22.846333 12.017818
H: 24.059006 -22.102201 12.303330
H: 23.020455 -24.444976 13.453055
C: 20.277511 -22.608516 16.127084
O: 19.547438 -23.820150 16.257148
H: 21.124221 -22.615416 16.814257
H: 20.551074 -22.394536 15.093274
H: 19.612822 -21.782891 16.402225
H: 19.763307 -24.368776 15.496557
O: 24.661313 -27.569215 12.252354
H: 25.491785 -27.115071 12.421754
H: 24.033941 -27.158281 12.862562
O: 22.635573 -26.792236 10.262733
H: 21.834088 -26.468761 10.687993
H: 23.201351 -27.066445 11.003061
O: 22.624803 -24.998829 17.826667
H: 22.475193 -24.620909 16.946070
H: 22.638711 -24.246290 18.425226
O: 20.327239 -26.777361 17.855267
H: 21.174158 -26.300875 17.892311
H: 19.864060 -26.375016 17.113596
O: 19.501517 -29.090818 14.106712
H: 19.938486 -29.046687 14.961999
H: 19.324970 -28.161212 13.893693
O: 24.351076 -27.474848 15.412489
H: 23.752784 -26.877144 14.947470
H: 23.779356 -28.167447 15.755404

Atoms 1-3, force components in eV/Å:
B 0.229 0.148 -1.390
F -0.350 0.109 0.241
F 0.013 0.229 0.575

# C4H8N2

A single C4H8N2 molecule (ωB97M-V with the def2-TZVPD basis set, the OMol25 dataset).

LUMO level (alpha / beta) in eV: 0.3 / 0.1
Energy in eV: -7254.407
Relative energy (zero: lowest compared OMol25 entry of this formula, charge and spin) in eV: 3.468
E_HOMO (alpha / beta) in eV: -7.643 / -6.491

Element x y z (Å)
C: -1.138978 0.376114 0.776070
N: 0.185504 -0.019869 0.307234
C: 1.333138 0.477439 1.056439
C: 0.335910 -0.676440 -0.814857
C: -0.645863 -0.814815 -1.919708
N: -1.737936 -0.191841 -1.965238
H: -1.035771 1.188438 1.498758
H: -1.635414 -0.477179 1.247908
H: -1.723999 0.638381 -0.123680
H: 1.414535 1.560416 0.909033
H: 2.247537 0.000175 0.698844
H: 1.207914 0.271903 2.122323
H: 1.371897 -0.941822 -1.041545
H: -0.178473 -1.390902 -2.751580

Atoms 1-3, force components in eV/Å:
C 0.118 -0.115 -0.125
N -0.199 0.447 0.580
C -0.024 0.004 -0.055